{
  "formula": "C36H44Ge2IrN4O6S",
  "method": "ωB97M-V/def2-TZVPD",
  "symbols": ["Ir", "C", "C", "Ge", "C", "C", "C", "C", "Ge", "C", "C", "C", "C", "C", "C", "C", "C", "C", "C", "H", "H", "H", "H", "H", "H", "H", "H", "H", "H", "H", "H", "H", "H", "H", "H", "H", "H", "H", "H", "H", "H", "H", "H", "H", "H", "N", "N", "C", "O", "O", "H", "H", "H", "N", "S", "C", "C", "C", "C", "C", "C", "C", "C", "C", "C", "C", "C", "H", "H", "H", "H", "H", "H", "H", "H", "H", "H", "H", "O", "C", "O", "C", "C", "C", "C", "C", "C", "N", "O", "O", "H", "H", "H", "H"],
  "positions_angstrom": [[0.20072, -0.68220, 0.34574], [-3.02626, 1.81166, 5.47021], [-1.64779, 1.40492, 4.94859], [-1.52601, 1.43597, 2.99206], [-0.81752, 3.05490, 2.16329], [-1.71081, 4.26524, 2.43957], [-3.19289, 0.76220, 2.28475], [-3.52870, 0.00144, 1.24223], [-2.26530, -0.69304, -0.14169], [-2.48288, -2.67485, -0.39085], [-3.26220, -3.27984, -1.56007], [-2.56395, 0.56794, -1.65496], [-2.90946, -0.03338, -3.01461], [-4.97475, -0.25759, 0.95692], [-5.98916, 0.06261, 1.86585], [-7.31974, -0.17599, 1.57297], [-7.68400, -0.74284, 0.35759], [-6.69806, -1.06787, -0.55769], [-5.36461, -0.82816, -0.25550], [-3.03326, 1.82858, 6.56020], [-3.80369, 1.11442, 5.15348], [-3.31657, 2.80862, 5.13255], [-1.39879, 0.39577, 5.28021], [-0.86712, 2.05463, 5.34313], [-0.73886, 2.86467, 1.08974], [0.19485, 3.21032, 2.54196], [-2.72690, 4.10733, 2.07276], [-1.32516, 5.15943, 1.94997], [-1.77154, 4.48306, 3.50766], [-4.01762, 1.15154, 2.88514], [-2.92603, -3.00444, 0.55678], [-1.46932, -3.08029, -0.41061], [-4.33422, -3.09578, -1.49051], [-3.13085, -4.36415, -1.58292], [-2.91974, -2.89297, -2.52458], [-1.65889, 1.16974, -1.74889], [-3.35431, 1.24242, -1.31856], [-2.20497, -0.82142, -3.30433], [-2.88092, 0.73194, -3.79298], [-3.91095, -0.46610, -3.03397], [-5.75294, 0.49387, 2.83092], [-8.07947, 0.07927, 2.30040], [-8.72561, -0.92866, 0.13163], [-6.96002, -1.50691, -1.51231], [-4.62776, -1.08223, -1.00331], [0.81846, -2.04994, 1.89046], [1.32509, -1.31800, 2.96314], [0.73976, -0.12727, 3.24817], [1.09973, 0.59013, 4.12958], [-0.29616, 0.08322, 2.43618], [0.10926, -2.73052, 2.17362], [1.59524, -2.52714, 1.43520], [1.87678, -1.76554, 3.68388], [2.08843, 0.60819, 0.49729], [3.54831, 0.12433, 0.95114], [4.42874, 1.49155, 1.69107], [4.75369, 2.62149, 0.95103], [5.38232, 3.67901, 1.58335], [5.68603, 3.59733, 2.93928], [5.35802, 2.46519, 3.66809], [4.72141, 1.40139, 3.04287], [4.55529, -0.15541, -0.50864], [5.90425, -0.45085, -0.35314], [6.66551, -0.72658, -1.47629], [6.08119, -0.71054, -2.73820], [4.73334, -0.41518, -2.87746], [3.96227, -0.13769, -1.75619], [2.15054, 1.36087, -0.19155], [4.53079, 2.66895, -0.10905], [5.64304, 4.56616, 1.02198], [6.18220, 4.42592, 3.42707], [5.59155, 2.40959, 4.72266], [4.43997, 0.52038, 3.60662], [6.35957, -0.45270, 0.63036], [7.71780, -0.95309, -1.36918], [6.68102, -0.92643, -3.61220], [4.27527, -0.39891, -3.85892], [2.91122, 0.09259, -1.85612], [0.81138, -2.07594, -1.02710], [0.62342, -1.27957, -2.01177], [0.16372, -0.16680, -1.72290], [0.96052, -1.63798, -3.39562], [0.65366, -0.76016, -4.43032], [0.98663, -1.09305, -5.73105], [1.63262, -2.29674, -5.95067], [1.95409, -3.18330, -4.93896], [1.60642, -2.84554, -3.64413], [2.00213, -2.65093, -7.33617], [1.63294, -1.91266, -8.20860], [2.63839, -3.65746, -7.49473], [0.16143, 0.17791, -4.21108], [0.76077, -0.44500, -6.56503], [2.46195, -4.10695, -5.17470], [1.83401, -3.51011, -2.82121]],
  "atomic_forces_ev_per_a": [[-0.01, -0.94, 0.73], [-0.08, 0.02, -0.02], [0.14, 0.03, -0.17], [-0.27, 0.06, -0.02], [-0.02, -0.21, 0.02], [-0.04, 0.03, 0.03], [0.18, 0.40, 0.25], [0.06, -0.16, -0.30], [0.57, -1.12, 0.16], [-0.45, 0.04, -0.10], [-0.02, 0.00, -0.12], [0.00, 0.02, 0.13], [0.10, -0.12, -0.06], [-0.09, -0.13, -0.06], [-0.02, -0.06, 0.07], [-0.01, 0.00, -0.03], [0.00, 0.00, 0.01], [0.00, 0.01, 0.01], [-0.04, 0.09, 0.03], [0.02, 0.00, 0.00], [0.03, 0.01, 0.01], [-0.01, 0.00, -0.01], [0.00, -0.03, 0.00], [0.01, 0.00, -0.01], [0.00, 0.00, 0.00], [-0.01, -0.02, 0.01], [0.00, 0.00, 0.00], [0.02, -0.01, -0.01], [-0.01, -0.01, 0.00], [0.13, 0.03, -0.04], [0.01, -0.03, -0.03], [0.00, 0.18, 0.01], [0.02, 0.01, -0.01], [-0.01, 0.01, 0.00], [-0.03, -0.05, 0.10], [-0.10, 0.00, 0.08], [-0.07, -0.03, -0.03], [-0.08, 0.10, 0.01], [-0.02, 0.01, 0.00], [0.03, -0.05, 0.03], [-0.02, -0.07, -0.05], [0.00, 0.00, -0.01], [0.01, 0.00, 0.00], [0.00, 0.00, 0.01], [0.04, 0.02, 0.01], [-0.40, 0.12, -0.45], [0.66, -0.56, 0.47], [-0.19, -0.12, -0.32], [0.21, 0.52, 0.64], [-0.37, 1.02, -0.55], [0.12, 0.13, -0.03], [-0.17, -0.09, -0.04], [-0.09, 0.00, -0.19], [0.71, -0.30, 0.12], [-0.11, 0.15, -0.04], [0.00, -0.09, -0.08], [0.02, 0.00, -0.06], [0.00, 0.00, 0.02], [0.00, 0.02, -0.01], [0.01, 0.02, 0.00], [-0.08, -0.01, 0.01], [0.03, 0.05, 0.12], [0.03, 0.00, 0.02], [0.00, 0.00, 0.00], [-0.06, 0.01, -0.01], [0.07, -0.02, -0.06], [-0.03, -0.01, -0.05], [-0.12, -0.06, 0.16], [0.00, 0.00, 0.02], [0.00, -0.01, 0.00], [0.00, -0.01, 0.00], [0.00, -0.01, -0.01], [0.01, 0.00, -0.02], [-0.01, 0.00, -0.01], [0.00, 0.00, 0.01], [-0.01, 0.00, 0.00], [0.01, 0.00, 0.02], [-0.06, 0.02, 0.00], [-0.36, 0.53, -0.05], [0.58, -1.05, -0.46], [-0.45, 1.94, 0.31], [0.12, -0.25, -0.07], [0.00, 0.07, 0.02], [0.04, -0.04, 0.01], [-0.02, 0.06, 0.15], [0.01, 0.02, -0.02], [-0.03, -0.02, 0.03], [-0.20, 0.07, 0.45], [-0.25, 0.59, -0.62], [0.50, -0.74, -0.08], [-0.02, -0.03, 0.01], [0.00, -0.01, 0.01], [-0.02, 0.02, 0.00], [-0.01, 0.02, -0.02]],
  "mulliken_charge": [2.10, -1.35, -0.58, 0.01, -0.40, -1.34, -2.34, 2.08, 0.39, -0.71, -1.19, -0.72, -1.06, 0.67, -0.65, -0.84, -0.49, -1.21, 0.73, 0.40, 0.36, 0.32, 0.47, 0.39, 0.32, 0.43, 0.34, 0.41, 0.34, 0.00, 0.57, 0.53, 0.27, 0.42, 0.18, 0.70, 0.75, 0.03, 0.38, 0.25, 0.43, 0.41, 0.40, 0.43, -0.46, -0.69, -0.05, 0.36, -0.60, -0.41, 0.28, 0.35, 0.26, -0.52, 0.29, 0.58, -0.46, -0.74, -0.42, -0.68, -0.22, 0.68, -0.50, -0.66, -0.56, -0.63, -0.26, 0.27, 0.39, 0.42, 0.41, 0.41, 0.37, 0.46, 0.41, 0.41, 0.50, 0.18, -0.89, 1.22, -1.09, -0.08, -0.17, -0.71, -0.10, -0.51, -0.52, 1.03, -0.60, -0.61, 0.66, 0.51, 0.53, 0.53],
  "lumo_energy_ha": -0.1112,
  "max_force_ev_per_a": 2.01,
  "gap_ev": 7.2452,
  "total_charge": 1,
  "homo_energy_ev": -10.27,
  "total_energy_ev": -182987.956,
  "relative_energy_ev": 1.855
}


{
  "formula": "C36H44I2LaN8O12P2S3",
  "method": "ωB97M-V/def2-TZVPD",
  "symbols": ["La", "O", "C", "N", "C", "O", "C", "C", "C", "C", "C", "N", "C", "C", "C", "C", "C", "N", "H", "H", "H", "H", "H", "H", "H", "H", "O", "S", "O", "O", "O", "C", "O", "C", "C", "C", "C", "C", "C", "N", "N", "C", "C", "C", "C", "O", "C", "N", "C", "C", "C", "C", "H", "H", "H", "H", "H", "H", "H", "H", "H", "H", "H", "H", "C", "C", "C", "O", "P", "S", "S", "O", "C", "C", "C", "H", "H", "H", "H", "H", "H", "H", "H", "H", "H", "H", "H", "H", "H", "I", "I", "N", "C", "P", "O", "O", "C", "N", "H", "H", "H", "H", "H", "H", "H", "H", "H", "H"],
  "positions_angstrom": [[-0.09990, -0.19610, 0.66480], [2.79980, -3.45750, -0.27970], [2.26450, -2.51310, 0.29460], [2.16990, -1.28130, -0.27690], [3.25840, -0.87080, -0.96760], [4.41800, -0.96310, -0.59940], [3.02430, -0.19090, -2.30820], [4.04300, 0.57460, -2.86630], [3.84430, 1.19030, -4.08990], [2.63520, 1.01220, -4.76050], [1.66790, 0.21710, -4.17920], [1.88910, -0.36740, -2.99780], [1.62730, -2.75190, 1.62880], [1.75920, -4.02140, 2.18340], [1.24360, -4.26860, 3.44340], [0.60390, -3.23400, 4.10650], [0.49150, -2.01170, 3.46180], [0.98410, -1.76160, 2.25230], [4.96450, 0.67110, -2.31140], [4.61570, 1.81450, -4.51170], [2.44020, 1.49000, -5.70590], [0.71790, 0.04310, -4.65930], [2.26630, -4.77670, 1.60200], [1.33550, -5.24450, 3.90010], [0.16230, -3.35950, 5.08310], [-0.03290, -1.19750, 3.94520], [-2.66200, 1.19730, -2.03300], [-1.89270, 1.94890, -0.87910], [-2.42880, 3.26890, -0.80780], [-2.04880, 1.11770, 0.31030], [-0.43750, 1.97540, -1.14600], [7.19790, 11.48680, 2.97870], [7.46850, 10.11080, 3.00470], [6.44390, 9.24300, 3.26730], [6.73710, 7.89480, 3.05170], [5.76710, 6.93930, 3.21760], [4.47660, 7.29680, 3.63340], [4.21160, 8.63410, 3.92480], [5.17760, 9.60220, 3.72050], [3.47460, 6.35300, 3.76070], [3.55870, 5.42070, 2.88990], [2.72430, 4.35890, 2.90370], [1.95160, 3.91480, 3.98270], [1.14830, 2.80390, 3.88460], [1.01750, 2.06650, 2.68780], [0.20440, 1.08560, 2.56360], [1.83300, 2.49350, 1.56790], [1.70150, 1.81190, 0.40710], [2.33850, 2.26810, -0.65220], [3.21280, 3.35800, -0.63430], [3.40320, 4.02520, 0.54640], [2.68030, 3.61980, 1.68220], [8.12940, 11.96330, 2.67710], [6.90260, 11.86560, 3.96160], [6.41840, 11.72640, 2.24930], [7.73270, 7.62770, 2.73230], [5.97060, 5.89600, 3.02770], [3.22380, 8.91620, 4.25780], [4.93200, 10.63620, 3.91220], [2.01100, 4.46930, 4.90920], [0.56690, 2.47540, 4.73200], [2.13330, 1.77990, -1.59320], [3.69970, 3.66210, -1.54780], [4.06840, 4.87180, 0.63120], [-2.74780, 2.30800, 3.48740], [-3.03450, 1.32190, 4.61700], [-1.75060, 0.90140, 5.31550], [-3.80120, 0.23490, 4.12090], [-3.37150, -1.28290, 3.70790], [-2.60320, -2.33470, 5.18180], [-2.43540, -1.39990, 1.91120], [-4.84070, -1.88830, 3.48500], [-6.01420, -1.34680, 2.88990], [-6.85540, -0.65770, 3.95820], [-5.72810, -0.42380, 1.71600], [-2.17400, 3.14980, 3.87040], [-3.67430, 2.67860, 3.05270], [-2.17470, 1.81330, 2.70220], [-3.70170, 1.79280, 5.35830], [-1.00570, 0.62020, 4.57120], [-1.93760, 0.05650, 5.97560], [-1.37510, 1.73750, 5.90430], [-6.55930, -2.23210, 2.52710], [-6.31790, 0.20540, 4.33970], [-7.03810, -1.35020, 4.77620], [-7.80740, -0.34140, 3.53650], [-5.08770, 0.39550, 2.02980], [-6.66020, -0.02210, 1.32160], [-5.21650, -0.97960, 0.93740], [-0.55940, 2.60530, -2.94990], [0.08470, 3.51420, -5.64330], [-3.57110, -1.09220, -1.12070], [-2.90550, -2.18750, -1.80830], [-1.06430, -2.05120, -1.55090], [-0.60330, -0.62870, -1.81910], [-0.66350, -2.49490, -0.17570], [-0.36430, -3.19080, -2.83410], [1.07250, -3.03150, -2.74090], [-4.58150, -1.20880, -1.12320], [-3.04690, 0.30430, -1.73040], [-3.25310, -1.04480, -0.14540], [-3.12000, -2.10870, -2.87870], [-3.21650, -3.18080, -1.45920], [-0.68330, -2.88300, -3.83280], [-0.72580, -4.20910, -2.64750], [1.39520, -3.26260, -1.80350], [1.16580, -0.98460, -2.59060], [1.56140, -3.65850, -3.37200]],
  "atomic_forces_ev_per_a": [[1.17, 0.07, -0.44], [0.02, -0.21, 0.25], [0.32, -0.19, -0.57], [-0.33, 0.27, 0.11], [0.12, -0.18, 0.33], [-0.10, 0.08, -0.38], [0.60, 0.01, -0.35], [-0.21, -0.12, 0.00], [-0.37, -0.22, 0.09], [0.26, -0.10, 0.23], [0.12, 0.13, -0.28], [0.43, 0.35, 0.32], [0.07, -0.69, 0.34], [0.07, 0.17, -0.20], [-0.09, 0.28, 0.04], [0.14, -0.06, -0.17], [-0.21, 0.19, 0.42], [0.78, -0.92, 0.49], [-0.05, -0.01, 0.08], [0.09, 0.05, -0.10], [-0.13, 0.04, -0.02], [-0.11, -0.05, 0.14], [0.03, 0.01, 0.02], [0.00, -0.04, -0.01], [-0.03, 0.03, -0.02], [-0.02, -0.02, -0.05], [0.30, 0.78, 0.82], [-5.58, -0.13, 2.30], [0.10, -0.24, 0.33], [-0.76, 0.57, -0.09], [0.71, -1.77, 3.38], [-0.05, 0.20, 0.01], [0.02, -0.34, 0.08], [-0.04, -0.17, -0.04], [0.09, 0.30, -0.05], [-0.31, 0.02, 0.10], [0.98, 0.75, -0.24], [-0.08, -0.59, -0.13], [0.41, 0.38, -0.07], [-1.28, -2.19, -0.60], [1.18, 2.42, 0.82], [-1.03, -1.01, 0.50], [0.57, 0.60, -0.44], [-0.34, -0.55, -0.28], [0.33, 0.69, 0.49], [0.24, 0.29, 0.54], [0.24, 0.36, 0.28], [0.20, 0.30, -0.15], [-0.26, -0.23, 0.13], [0.05, 0.14, 0.32], [0.00, -0.19, -0.36], [-0.21, -0.11, 0.25], [-0.07, 0.04, 0.03], [-0.01, 0.00, 0.00], [-0.03, 0.00, 0.03], [0.11, 0.00, -0.04], [0.06, -0.03, 0.00], [-0.09, -0.03, 0.05], [0.01, 0.08, -0.01], [0.00, 0.02, 0.05], [-0.07, -0.04, 0.06], [-0.09, 0.08, 0.09], [0.06, 0.03, -0.07], [-0.02, 0.03, -0.05], [-0.19, -0.35, 0.07], [0.43, 0.74, 0.28], [-0.26, -0.12, 0.06], [-0.13, -1.08, -0.50], [-0.33, -0.02, 0.32], [-0.07, 0.23, -0.36], [-0.48, -0.34, 1.14], [0.21, -0.19, 0.11], [-0.41, 0.27, -0.17], [0.23, -0.23, -0.12], [0.00, -0.21, 0.08], [0.06, 0.10, 0.00], [-0.08, 0.06, -0.03], [-0.01, 0.09, 0.10], [0.16, -0.09, -0.18], [0.06, 0.01, 0.06], [0.08, 0.12, 0.04], [0.06, 0.12, -0.04], [0.12, 0.19, 0.06], [0.00, 0.12, 0.06], [-0.04, -0.01, 0.11], [-0.10, 0.05, -0.03], [0.02, 0.13, -0.05], [-0.09, 0.01, -0.02], [0.03, 0.02, -0.09], [3.60, 3.09, -7.77], [-0.17, 0.12, -0.50], [-0.06, 0.31, -0.11], [0.67, -0.18, -0.04], [-0.89, -0.98, -1.63], [-0.09, -0.35, -0.34], [-0.11, -0.55, 0.07], [-0.37, 0.32, 0.42], [0.34, -0.34, 0.05], [0.22, 0.02, 0.05], [-0.08, -0.54, 0.54], [-0.43, -0.04, 0.02], [0.15, -0.10, 0.01], [0.07, 0.06, -0.02], [-0.24, 0.06, 0.08], [-0.09, 0.00, 0.02], [0.18, -0.09, -0.07], [0.12, 0.18, -0.09], [-0.05, 0.09, 0.04]],
  "mulliken_charge": [2.51, -0.76, -0.09, 0.95, -0.31, -0.72, 0.13, -0.44, -0.43, -0.67, -0.37, 0.81, 0.23, -0.92, -0.62, -0.99, 0.10, 0.57, 0.55, 0.49, 0.53, 0.58, 0.55, 0.42, 0.49, 0.44, -0.49, 1.30, -0.65, -0.57, -0.22, -0.84, -0.40, 0.78, -0.79, 0.12, -0.11, -0.76, -0.22, -0.84, 0.15, 0.38, -0.59, -0.65, 0.31, 0.04, -1.10, 0.34, -0.03, -1.69, -0.99, 1.06, 0.24, 0.31, 0.36, 0.40, 0.42, 0.41, 0.34, 0.52, 0.29, 0.50, 0.61, 0.50, -0.99, 0.41, -0.96, -0.27, 0.81, -0.57, -0.36, -0.47, 0.56, -1.32, -1.04, 0.47, 0.39, -0.20, 0.14, -0.30, 0.35, 0.54, 0.39, 0.15, 0.34, 0.46, 0.16, 0.57, -0.10, 0.05, -0.55, -0.26, -0.90, 0.60, -0.29, -0.47, -1.06, -0.35, 0.36, 0.32, -0.59, 0.51, 0.44, 0.45, 0.46, -0.05, -0.58, 0.29],
  "lumo_energy_ha": 0.0418,
  "max_force_ev_per_a": 9.10,
  "gap_ev": 6.3783,
  "total_charge": -1,
  "homo_energy_ev": -5.24,
  "total_energy_ev": -142692.269
}